Density functional theory data (ωB97M-V/def2-TZVPD) for a 9-piece molecular cluster, C36H45F27O18 overall at a distorted geometry.

Geometry as XYZ:
```
126
Properties=species:S:1:pos:R:3:lowdin_charge:R:1
F 4.404 0.451 -1.458 0.1687
F 3.359 1.443 -3.107 0.1959
F 0.320 3.836 -3.201 0.1371
F 5.101 2.396 -2.203 0.0564
F 0.802 -1.646 8.326 0.1332
F -5.841 1.441 2.091 0.1501
F -0.278 -0.471 -4.329 0.1650
F -1.863 -2.971 -0.051 0.1411
F -0.868 2.662 -4.560 0.1393
F 0.553 -2.408 -4.134 0.1920
F -6.433 3.442 2.736 0.1770
F -3.018 -3.874 1.513 0.1399
F -1.100 1.880 -1.246 0.1685
F 1.285 2.417 -4.475 0.1686
F 1.321 -2.297 6.315 0.1938
F -4.346 2.954 2.423 0.1449
F 2.033 -0.672 1.061 0.1901
F -0.360 -0.994 6.624 0.1580
F 0.312 0.225 -0.899 0.1770
F -3.710 3.249 -0.823 0.1903
F 1.940 -1.961 2.722 0.2034
F 1.805 -0.678 -3.946 0.1878
F -4.769 4.342 -2.309 0.1848
F -3.187 -4.632 -0.571 0.1877
F -1.718 -0.150 -1.446 0.1905
F 0.650 -2.364 1.062 0.1462
F -5.832 2.974 -1.021 0.1902
O -4.484 2.219 -3.887 0.1964
O -0.826 -5.936 -0.108 0.2222
O -4.458 0.876 -2.034 -0.0031
O 3.920 -2.252 0.097 0.0250
O -5.912 2.799 5.232 0.1837
O -2.135 -0.275 1.079 0.0339
O -0.675 -4.842 1.864 -0.0148
O -4.942 0.885 4.540 0.0091
O 1.444 5.267 -5.188 0.1903
O 0.484 -0.846 -7.023 0.2020
O 3.196 1.985 0.286 0.1790
O 1.520 0.817 6.071 0.2105
O 2.123 -2.135 -6.253 -0.0147
O -0.273 4.473 -6.417 0.0382
O 2.728 -4.030 0.737 0.1442
O 2.866 -0.177 7.616 0.0277
O 2.331 3.229 -1.354 0.0406
O -0.636 1.382 1.457 0.1761
C 0.780 -5.075 3.681 -0.0594
C -1.399 -0.940 3.363 -0.0255
C -4.545 -1.475 -1.927 -0.0531
C -5.529 2.485 2.891 -0.5197
C 1.525 4.037 -0.408 -0.1789
C -4.445 -0.318 -2.887 -0.1786
C 3.929 1.585 -1.950 -0.4789
C -2.373 -4.151 0.352 -0.5126
C 0.557 4.512 -5.388 -0.4236
C -0.102 5.547 -7.389 -0.1976
C 0.320 3.336 -4.454 -0.4890
C 6.273 -2.387 -0.245 -0.0555
C 0.799 -1.205 -4.608 -0.5893
C 2.544 -4.048 -7.479 -0.0629
C -4.522 2.078 -2.720 -0.3650
C 3.120 2.330 -0.840 -0.4406
C -2.515 -0.329 2.461 -0.1610
C 2.911 -2.840 0.724 -0.3556
C 1.059 -1.302 -6.115 -0.3736
C -0.943 0.644 -0.758 -0.5643
C 1.802 -0.009 6.833 -0.4207
C -4.841 0.282 5.859 -0.1808
C 2.292 5.174 0.142 -0.0632
C -5.471 2.095 4.387 -0.4018
C 4.908 -3.081 -0.540 -0.1675
C 3.996 1.800 8.398 -0.0564
C 1.878 -1.922 1.428 -0.5743
C -1.149 -5.106 0.616 -0.4078
C 4.006 0.689 7.376 -0.1869
C -4.708 3.191 -1.674 -0.6130
C 1.032 5.263 -8.280 -0.0678
C 0.342 -5.737 2.391 -0.1834
C -4.644 -1.218 5.753 -0.0463
C 0.875 -1.283 7.012 -0.5451
C 2.670 -2.532 -7.505 -0.2105
C -1.271 0.661 0.756 -0.4060
H 0.863 4.319 -8.790 0.0872
H 3.046 4.754 0.789 0.0702
H 3.693 -2.154 -7.611 0.1273
H -4.336 -1.525 6.764 0.0888
H -0.506 -0.368 3.269 0.0605
H -1.289 -2.001 3.105 0.0782
H 4.640 -3.070 -1.599 0.1288
H 1.716 5.888 0.780 0.1005
H -3.988 0.764 6.297 0.1196
H 2.141 -2.032 -8.315 0.1182
H 1.055 5.951 -9.114 0.0809
H 3.047 -4.523 -6.609 0.0903
H 1.062 -4.046 3.573 0.0477
H 1.583 -5.602 4.185 0.0804
H 3.124 2.430 8.140 0.0923
H -5.519 -1.701 -1.602 0.0659
H 4.012 1.529 9.452 0.0832
H 4.878 0.046 7.413 0.1235
H -3.490 -0.374 -3.392 0.1135
H 0.764 4.361 -1.052 0.0855
H -5.174 -0.265 -3.679 0.1232
H -1.076 5.450 -7.920 0.1404
H 2.012 5.245 -7.752 0.0988
H 1.454 -4.340 -7.485 0.1009
H -5.739 0.602 6.443 0.1395
H 1.160 -5.841 1.639 0.1275
H 6.459 -1.387 -0.656 0.0725
H -3.384 -1.029 2.451 0.1349
H -4.280 -2.374 -2.439 0.0750
H 6.604 -2.470 0.781 0.0708
H -0.146 -6.638 2.673 0.1149
H -5.608 -1.703 5.562 0.0860
H 3.991 1.059 6.373 0.1160
H -0.057 -5.155 4.398 0.0901
H 2.987 -4.430 -8.390 0.0669
H 4.833 2.457 8.239 0.0720
H 2.828 5.775 -0.624 0.0984
H -1.692 -0.906 4.416 0.0584
H 4.953 -4.138 -0.197 0.1299
H -2.810 0.639 2.780 0.0959
H -3.846 -1.481 5.071 0.0571
H 1.024 3.387 0.336 0.1325
H 7.031 -2.969 -0.797 0.0754
H -3.848 -1.379 -1.122 0.0533
H -0.169 6.461 -6.845 0.1197
```

Total charge: 0
Total energy in eV: -148290.492
LUMO level in eV: 0.57
SMILES: CCOC(=O)C(F)(F)F.CCOC(=O)C(F)(F)F.CCOC(=O)C(F)(F)F.CCOC(=O)C(F)(F)F.CCOC(=O)C(F)(F)F.CCOC(=O)C(F)(F)F.CCOC(=O)C(F)(F)F.CCOC(=O)C(F)(F)F.CCOC(=O)C(F)(F)F

=====

Density functional theory data (ωB97M-V/def2-TZVPD) for a 9-piece molecular cluster, C36H45N9 overall at a distorted geometry.

Geometry as XYZ:
```
90
Properties=species:S:1:pos:R:3:lowdin_charge:R:1
N 3.237 -2.149 1.456 0.0047
N 1.125 -0.503 0.507 -0.0313
N 0.294 -2.859 -1.684 -0.0818
N -2.684 2.019 1.697 0.0294
N -5.959 -2.308 -0.950 -0.0525
N 5.190 0.595 -5.762 -0.0944
N 0.173 2.601 1.572 -0.0500
N -1.643 -3.638 4.472 -0.0423
N 2.484 4.551 -0.522 -0.0457
C -1.998 -4.213 3.236 -0.0955
C 4.107 5.652 -1.844 -0.0031
C 3.143 4.707 -2.687 -0.0998
C 4.794 -0.615 -5.082 -0.1545
C 3.641 1.260 -4.231 -0.0650
C 2.002 -2.353 2.058 -0.1256
C 1.597 0.134 -0.733 -0.0514
C -2.316 -1.859 3.201 -0.0754
C -0.020 -5.108 -1.578 -0.0583
C -4.698 1.969 3.002 -0.0944
C 2.106 4.128 -1.826 -0.1150
C -5.354 -2.980 -2.055 -0.0491
C -0.255 -3.750 -0.875 -0.1397
C 3.585 5.321 -0.357 -0.0756
C -1.801 -2.285 4.537 -0.1087
C -0.520 3.457 0.771 -0.2088
C 0.496 -4.853 -3.008 -0.0217
C 3.936 -1.133 2.070 -0.0858
C 4.602 1.770 -5.276 -0.1058
C 0.297 3.037 2.832 -0.1259
C -3.714 -1.963 -0.666 -0.0827
C -3.225 2.207 3.085 -0.0589
C -0.671 4.688 1.468 -0.0662
C 3.094 -0.528 3.188 -0.0510
C -0.928 0.030 -0.713 0.0082
C -4.977 1.512 1.612 -0.0901
C -5.129 -1.683 -0.132 -0.1082
C -3.745 1.933 0.872 -0.1332
C 3.726 -0.262 -4.227 -0.1224
C 0.379 0.368 -1.560 -0.0857
C 1.896 -1.331 3.149 -0.1179
C -0.203 4.460 2.878 -0.0287
C 0.828 -3.296 -2.882 -0.1026
C -3.862 -2.739 -1.902 -0.0398
C -2.379 -3.056 2.356 -0.1109
C -0.229 -0.562 0.642 -0.0692
H -5.953 1.217 1.274 0.0537
H -0.903 3.135 -0.307 0.1587
H 4.766 6.481 -2.154 0.0498
H -6.866 -2.541 -0.779 0.0995
H 1.220 -3.206 1.968 0.1459
H -1.244 -4.080 5.271 0.1305
H 3.887 5.878 0.402 0.0357
H -2.002 -5.349 2.860 0.1381
H -3.432 -3.114 -2.704 0.0196
H 3.523 -2.674 0.697 0.1274
H 4.988 -0.931 1.849 0.1018
H -2.746 -3.269 1.390 0.0357
H 3.217 0.298 3.940 0.1002
H 1.238 3.351 -2.157 0.1273
H -5.314 1.887 3.912 0.0775
H -5.559 -1.140 0.861 0.1421
H -6.048 -3.424 -2.677 0.0604
H 3.179 4.488 -3.708 0.0280
H -1.826 2.194 1.366 -0.0139
H 0.497 1.694 1.213 0.1149
H -2.743 2.600 3.960 0.0663
H -0.235 5.133 3.662 0.0427
H 4.774 2.700 -5.737 0.0724
H 3.287 -1.136 -3.768 0.0541
H 5.846 0.655 -6.721 0.2167
H -2.477 -0.902 2.647 0.0783
H -2.708 -1.762 -0.299 0.0304
H 0.922 2.358 3.600 0.1425
H -1.560 -1.772 5.411 0.0763
H 5.329 -1.645 -5.412 0.1434
H -0.831 -1.038 1.239 -0.0004
H 0.104 -1.753 -1.474 0.1332
H 0.497 -5.572 -3.828 0.0513
H 2.940 1.875 -3.607 0.0487
H 2.134 4.326 0.358 0.0879
H 0.436 1.000 -2.491 0.0787
H -3.504 1.826 -0.170 0.0889
H 1.186 -2.561 -3.610 0.0686
H 1.753 -0.720 1.276 0.0279
H -0.372 -5.951 -1.189 -0.0042
H -1.906 0.113 -0.901 -0.0096
H -0.599 -3.551 0.117 0.0602
H -1.155 5.595 1.282 0.0653
H 2.642 0.121 -0.865 0.0783
H 1.199 -1.204 3.893 0.0519
```

Total charge: 0
Total energy in eV: -51452.722
LUMO level in eV: 0.59
SMILES: c1cc[nH]c1.c1cc[nH]c1.c1cc[nH]c1.c1cc[nH]c1.c1cc[nH]c1.c1cc[nH]c1.c1cc[nH]c1.c1cc[nH]c1.c1cc[nH]c1

=====

Density functional theory data (ωB97M-V/def2-TZVPD) for C36H45NO2Tc as an isolated structure.

Geometry as XYZ:
```
85
Properties=species:S:1:pos:R:3:mulliken_spin:R:1
Tc 0.205 -1.219 -2.411 0.8542
O -1.529 -0.459 -2.766 0.2007
O 1.291 -2.327 -1.334 0.1208
N -0.295 -0.606 -0.582 0.1948
C 0.640 -0.542 1.725 -0.0141
C 1.470 -2.013 -0.066 0.2138
C -4.154 0.729 -3.319 0.0248
C -4.432 3.315 1.294 0.0357
C -3.291 1.487 -4.340 0.0108
C -3.381 1.231 0.444 -0.0445
C -3.294 1.791 2.911 0.0108
C -4.008 1.260 -0.832 0.1625
C 3.380 1.931 -3.032 0.0214
C -2.172 0.126 -1.786 0.2846
C 5.031 3.454 -2.161 -0.0214
C 4.838 -3.233 0.689 -0.0002
C 0.729 0.389 4.414 0.0028
C -4.108 1.843 1.619 0.0593
C 2.425 -2.623 0.775 0.0015
C 3.673 2.353 -4.348 0.0568
C -5.513 1.426 -3.231 -0.0021
C 4.628 3.322 -4.553 -0.0225
C 1.519 0.104 -2.686 0.0795
C 3.370 -4.130 -1.094 -0.0051
C 4.071 2.495 -1.938 0.0459
C -4.390 -0.720 -3.780 0.0158
C -1.504 0.078 -0.502 0.0564
C 2.424 -2.148 2.065 0.1337
C 3.150 -0.180 4.232 0.0218
C 3.101 -4.966 1.232 0.0012
C 1.567 -1.123 2.566 0.0792
C -5.421 1.059 1.825 0.0381
C 1.719 -0.705 4.017 0.0195
C -2.122 0.621 0.595 0.0592
C 1.478 -1.936 4.909 0.0193
C -3.458 0.721 -1.964 0.0839
C 2.411 0.952 -2.820 -0.0019
C 3.416 -3.725 0.382 0.0186
C 0.565 -0.983 0.406 0.1103
C 5.306 3.868 -3.465 0.0855
H 3.141 1.907 -5.176 -0.0002
H 6.060 4.625 -3.634 0.0025
H 3.783 -5.773 0.964 -0.0009
H 0.875 1.304 3.834 -0.0001
H -4.979 1.722 -0.896 0.0072
H 3.350 0.687 3.600 -0.0015
H -3.814 1.515 -5.296 0.0010
H 5.551 -4.025 0.458 -0.0004
H 3.220 -4.773 2.298 -0.0005
H 2.413 -4.570 -1.372 -0.0028
H 4.138 -4.884 -1.262 0.0020
H 4.858 3.656 -5.555 0.0000
H -5.083 3.418 0.428 -0.0007
H -2.342 2.318 2.816 -0.0010
H 0.879 0.644 5.462 -0.0002
H 3.835 2.160 -0.937 0.0008
H -3.123 2.518 -4.023 -0.0027
H -5.974 1.418 -4.217 -0.0003
H -0.307 0.058 4.306 -0.0004
H -5.954 1.487 2.674 0.0039
H 2.081 -5.315 1.059 -0.0002
H 3.583 -3.292 -1.758 0.0001
H 4.973 -2.968 1.737 0.0003
H 1.572 -1.643 5.955 0.0031
H -2.326 1.011 -4.505 -0.0053
H -3.460 -1.257 -3.953 -0.0059
H 0.478 -2.343 4.759 -0.0009
H 3.137 -2.572 2.758 0.0000
H -1.679 0.584 1.572 0.0143
H -6.194 0.913 -2.550 0.0008
H -4.949 3.755 2.146 0.0034
H 0.026 0.261 2.088 -0.0162
H -5.421 2.470 -2.924 0.0011
H 3.905 -0.939 4.026 -0.0029
H -4.985 -1.272 -3.050 -0.0032
H 3.267 0.125 5.272 0.0025
H -3.106 0.765 3.236 -0.0004
H -4.944 -0.708 -4.719 0.0007
H 2.203 -2.730 4.726 -0.0015
H -3.523 3.890 1.115 -0.0026
H -5.226 0.008 2.040 -0.0029
H 5.093 -2.364 0.080 0.0000
H -6.078 1.119 0.958 -0.0011
H 5.570 3.891 -1.332 0.0002
H -3.856 2.280 3.705 -0.0005
```

Multiplicity: 4
Total charge: +2
Total energy in eV: -45828.165
LUMO level (spin up / spin down) in eV: -7.82 / -9.11

=====

Density functional theory data (ωB97M-V/def2-TZVPD) for C36H46As3IrN11OSe as an isolated structure at a distorted geometry.

Geometry as XYZ:
```
99
Properties=species:S:1:pos:R:3:lowdin_charge:R:1
Ir -0.194 0.519 0.568 0.9553
Se -2.484 0.434 4.098 1.2826
As 1.481 -1.087 2.289 1.1689
As 2.385 1.529 7.092 1.1742
As 2.006 1.689 1.004 1.0497
O -1.119 -1.477 -5.286 0.0845
N -0.288 -3.183 -6.406 0.1594
N -3.432 -1.028 3.840 -0.1492
N 1.270 1.961 -3.084 -0.0752
N -1.640 -3.461 -6.091 0.1590
N -1.431 0.159 2.662 -0.3073
N -3.812 0.753 -1.540 -0.0546
N 0.300 1.292 -1.271 -0.1822
N -2.088 0.833 -0.231 -0.0982
N -4.300 1.099 -0.330 0.1735
N -1.300 -1.379 0.967 -0.0669
N 0.460 2.984 -2.718 0.1736
C 2.413 -1.726 -6.272 0.0175
C -1.894 -0.957 2.127 -0.5860
C -3.440 -2.842 2.147 0.0759
C 3.488 0.268 -5.432 -0.0126
C -4.351 -3.121 -4.706 0.0152
C -2.063 -2.439 -5.446 -0.2942
C 2.205 -0.227 3.898 -0.2826
C -1.747 -2.485 0.433 -0.0563
C -2.500 0.620 -1.491 -0.0973
C -5.642 -1.619 -3.326 -0.0105
C -3.340 -2.169 -4.778 -0.1233
C 2.200 1.302 3.954 -0.6671
C 2.941 -2.124 1.560 -0.2341
C 2.263 0.754 -4.997 -0.2189
C 2.968 1.736 2.709 -0.2910
C 1.168 0.957 -2.235 -0.1385
C 1.067 2.970 7.195 -0.3340
C 2.993 1.748 5.201 -0.3598
C 1.131 0.015 7.051 -0.3480
C -2.975 -1.626 2.754 -0.3590
C -4.747 0.656 -2.701 -0.0233
C -0.047 -2.026 -5.913 -0.2923
C -2.812 -3.251 1.012 0.0080
C 2.144 2.076 -4.283 -0.0265
C 3.553 -0.960 -6.085 -0.0266
C -3.251 1.132 0.437 -0.1626
C 1.187 -1.239 -5.828 -0.1189
C 1.117 0.006 -5.219 0.0052
C 0.524 -2.527 3.170 -0.2272
C 0.803 1.919 3.981 -0.0999
C -3.502 -0.937 -4.159 0.0030
C -5.505 -2.833 -3.991 -0.0287
C 3.422 0.979 -0.121 -0.2306
C -4.634 -0.665 -3.407 -0.2087
C -0.107 2.561 -1.626 -0.2220
C 2.061 3.556 0.511 -0.2236
H 3.302 1.284 -1.153 0.0216
H 0.742 3.020 8.233 0.0288
H 1.688 3.736 -0.491 0.0151
H 2.542 -2.881 0.886 0.0538
H -6.303 -3.561 -3.946 0.1224
H -1.279 -2.815 -0.488 0.1390
H 1.549 3.914 6.945 0.0291
H 4.393 0.846 -5.283 0.1238
H 1.682 2.850 -4.893 0.1458
H 1.279 -3.032 3.773 0.0658
H -3.114 -4.159 0.509 0.1303
H 1.658 0.006 -2.360 0.1611
H 3.457 -0.104 -0.080 0.0049
H 0.103 -3.243 2.468 0.0433
H 3.666 -1.520 1.028 0.0120
H -1.883 0.341 -2.327 0.1352
H 0.218 1.648 3.099 -0.0111
H -4.531 1.497 -3.359 0.1452
H 0.336 0.076 6.304 -0.0101
H 4.359 1.392 0.249 0.0661
H 3.168 2.826 5.137 0.0770
H 1.651 -0.665 4.726 0.0528
H 1.678 -0.921 6.939 0.0209
H -0.248 -2.136 3.829 0.0380
H 0.663 0.009 8.035 0.0322
H 3.236 -0.586 3.954 0.1037
H 0.870 3.008 4.021 0.1094
H 1.479 4.144 1.219 0.0547
H -4.260 -3.396 2.587 0.1467
H -6.545 -1.412 -2.764 0.1245
H -2.741 -0.178 -4.296 0.1144
H 0.151 0.389 -4.913 0.1220
H 0.256 1.592 4.863 0.0294
H 3.981 1.278 5.187 0.0697
H 3.116 2.440 -3.952 0.1359
H 3.845 1.100 2.576 0.0943
H 3.430 -2.612 2.404 0.0616
H -0.829 3.139 -1.073 0.1338
H 3.109 3.849 0.568 0.0591
H -3.309 1.414 1.471 0.0983
H 3.330 2.764 2.776 0.1024
H 0.187 2.835 6.566 0.0058
H 2.463 -2.694 -6.752 0.1329
H 4.508 -1.328 -6.437 0.1232
H -5.733 0.800 -2.269 0.1352
H -4.227 -4.072 -5.208 0.1322
```

Total charge: +3
Total energy in eV: -307191.070
LUMO level in eV: -9.87